(1)
Formula: C9H12NO
Source: the Open Molecules 2025 dataset
Level of theory: ωB97M-V/def2-TZVPD

The geometry in XYZ format:
```
23
C9H12NO ωB97M-V/def2-TZVPD
C 1.45 2.58 0.55
C -2.67 -1.24 0.50
C -1.37 -1.58 1.01
C -2.63 -0.03 -0.08
C -0.71 -0.42 0.66
C -3.66 0.88 -0.81
C 3.59 -0.50 -0.66
C 2.01 -0.62 -0.49
C 1.62 0.11 0.75
N 1.45 1.43 0.78
O -1.36 0.45 -0.13
H 1.50 3.62 0.17
H -3.53 -1.93 0.77
H -1.17 -2.26 1.71
H -3.86 0.35 -1.80
H -4.47 0.93 -0.02
H -3.13 1.74 -0.87
H 3.83 -0.70 -1.67
H 4.03 -1.28 -0.04
H 3.95 0.54 -0.40
H 1.87 -1.61 -0.46
H 1.50 -0.10 -1.24
H 1.76 -0.38 1.80
```

The strongest force on any atom comes out at 6.55 eV/Å. As for the HOMO-LUMO gap (alpha / beta): 0.247 / 0.251 hartree. The value obtained for the HOMO energy (alpha / beta) is -12.124 / -12.051 eV. As for the net charge: +1. Its spin multiplicity is 1.

---

(2)
Formula: C9H12NO
Source: the Open Molecules 2025 dataset
Level of theory: ωB97M-V/def2-TZVPD

The geometry in XYZ format:
```
23
C9H12NO ωB97M-V/def2-TZVPD
C 0.64 1.09 3.15
C -0.02 -0.14 2.87
C 0.44 2.19 2.29
C -0.97 -0.17 1.81
C -0.48 2.10 1.26
C -1.18 0.94 1.08
C 0.04 -1.77 -1.29
C -0.25 -0.75 -2.22
C 0.62 -1.13 -4.45
N 0.47 -0.33 -0.99
O 0.47 -0.44 -3.30
H 1.25 1.13 4.03
H 0.01 -1.04 3.56
H 0.77 3.18 2.47
H -1.72 -0.97 1.65
H -0.85 2.98 0.71
H -0.80 -2.24 -0.60
H 0.85 -2.48 -1.44
H 0.20 -2.19 -4.47
H 1.19 -0.77 -5.29
H -2.02 0.88 0.37
H -0.16 0.06 -0.18
H 1.51 -0.14 -1.01
```

The strongest force on any atom comes out at 3.19 eV/Å. As for the HOMO-LUMO gap (alpha / beta): 0.276 / 0.323 hartree. The value obtained for the HOMO energy (alpha / beta) is -12.560 / -12.876 eV. As for the net charge: +1. Its spin multiplicity is 1.

---

(3)
Formula: C9H12NO2
Source: the Open Molecules 2025 dataset
Level of theory: ωB97M-V/def2-TZVPD

The geometry in XYZ format:
```
24
C9H12NO2 ωB97M-V/def2-TZVPD
C 3.38 1.03 0.10
C 2.26 0.97 0.94
C 3.50 0.12 -0.92
C 1.21 0.13 0.65
C 2.49 -0.78 -1.09
C -1.53 2.07 -0.09
C -2.26 1.04 -0.20
C -3.10 0.12 -0.41
C -3.19 -1.19 0.38
N 1.35 -0.77 -0.35
O -1.99 -1.38 1.10
O 0.27 -1.55 -0.64
H 4.20 1.78 0.05
H 2.40 1.58 1.91
H 4.35 -0.10 -1.72
H 0.36 -0.09 1.30
H 2.65 -1.64 -1.86
H -0.68 2.27 -0.74
H -1.86 2.94 0.56
H -0.43 -1.44 -0.05
H -3.78 0.25 -1.26
H -4.06 -1.09 1.01
H -3.40 -2.09 -0.30
H -2.14 -2.18 1.62
```

The strongest force on any atom comes out at 4.93 eV/Å. As for the HOMO-LUMO gap: 0.304 hartree. The value obtained for the HOMO energy is -12.693 eV. As for the net charge: +1. Its spin multiplicity is 1.

---

(4)
Formula: C9H12NOS
Source: the Open Molecules 2025 dataset
Level of theory: ωB97M-V/def2-TZVPD

The geometry in XYZ format:
```
24
C9H12NOS ωB97M-V/def2-TZVPD
C -3.03 -1.17 2.47
C -3.57 -1.44 1.25
C -1.74 -0.60 2.51
C -2.86 -1.15 0.09
C -0.93 -0.44 1.37
C -1.57 -0.60 0.12
C 1.98 1.70 -1.16
C 3.48 1.98 -1.60
C 2.88 -0.47 -1.04
N 1.80 0.26 -1.17
O -0.92 -0.28 -1.09
S 4.35 0.39 -1.26
H -3.57 -1.35 3.29
H -4.60 -1.77 1.34
H -1.16 -0.39 3.43
H -3.42 -1.42 -0.88
H 0.01 -0.04 1.41
H 1.87 2.20 -0.24
H 1.34 2.10 -1.83
H 3.34 2.35 -2.61
H 3.75 2.84 -0.91
H 2.94 -1.44 -0.83
H 0.77 -0.23 -1.04
H -1.14 -1.02 -1.61
```

The strongest force on any atom comes out at 6.38 eV/Å. As for the HOMO-LUMO gap: 0.287 hartree. The value obtained for the HOMO energy is -12.098 eV. As for the net charge: +1. Its spin multiplicity is 1.

---

The total energy results, record by record, are as follows: -13051.3143, -13052.6935, -15101.4742, -23892.1298 eV.
The relative energy (zero: lowest compared OMol25 entry of this formula, charge and spin) results, record by record, are as follows: 599.0, 466.0, 443.0, 144.9 kJ/mol.